No. 1
This record from the OMol25 dataset describes a structure of composition C17H11N6RuSe in a non-equilibrium geometry. The level of theory is ωB97M-V/def2-TZVPD.

- HOMO-LUMO gap (spin up / spin down) (Eh) = 0.1599 / 0.2475
- energy above the lowest of the compared OMol25 structures with the same formula, charge and spin (eV) = 0.486
- E_LUMO (spin up / spin down) (eV) = -0.9 / -1.6
- multiplicity = 6
- expectation value of S² = 8.799

The geometry in XYZ format:
```
36
Properties=species:S:1:pos:R:3:forces:R:3:nbo_charge:R:1
C -12.45334 -7.48233 -2.76588 1.14 -2.66 -2.32 0.42
H -14.85442 1.23079 -2.68777 -0.20 -0.39 -0.46 0.22
C -20.18955 -6.29225 -0.77582 -0.10 0.66 0.30 -0.21
C -19.11893 -5.41014 -0.95944 -0.35 0.97 0.06 0.20
C -20.49373 -3.25799 -1.22900 0.31 -1.44 0.32 -0.23
C -19.30136 -3.95712 -1.17623 -0.50 -0.48 0.06 0.16
N -17.82376 -5.81441 -0.92974 -1.27 -0.20 0.19 -0.44
C -13.74452 -5.85720 -1.66224 1.48 -1.10 -0.49 0.68
H -16.57489 -7.41173 -0.77434 0.45 -0.23 -0.04 0.22
C -19.92888 -7.58852 -0.42279 0.18 -0.19 -0.41 -0.15
H -17.23317 0.50593 -2.43738 -0.15 0.18 0.08 0.22
N -15.72786 -2.46421 -1.88557 1.61 0.84 0.41 -0.48
C -18.59087 -7.98575 -0.42804 -0.24 -2.22 0.23 -0.25
Ru -16.37624 -4.42484 -1.38350 -1.13 2.29 -0.30 0.78
N -14.59767 -5.13380 -1.30531 0.74 -0.75 0.47 -0.64
H -18.30542 -9.04886 -0.24503 -0.35 1.05 -0.11 0.24
C -19.22744 -1.25287 -1.80736 -1.01 -2.89 1.17 -0.16
C -18.06980 -2.01805 -1.66941 1.86 2.43 -0.77 0.11
H -19.24266 -0.26023 -2.10991 0.20 1.60 -0.37 0.22
N -12.05690 -8.33826 -3.46723 -0.83 1.48 1.11 -0.42
C -14.09419 -0.77411 -2.49006 -0.01 -0.52 0.47 -0.30
C -20.43336 -1.90096 -1.50281 0.55 1.53 -0.62 -0.24
N -18.12085 -3.31423 -1.33605 0.12 -1.44 0.76 -0.51
N -12.73377 -6.56946 -1.90869 -1.06 1.92 1.67 -0.63
C -16.70709 -1.51340 -1.90233 -1.62 -0.36 -0.82 0.15
C -16.43489 -0.20610 -2.34692 1.51 0.16 0.23 -0.21
H -21.20796 -5.90628 -0.84435 0.36 -0.15 0.03 0.23
Se -16.70898 -4.70682 -3.63790 -0.08 -0.56 -1.74 -0.05
C -17.59983 -7.11104 -0.73879 0.37 0.11 0.42 0.07
C -14.43191 -2.08222 -2.14894 -0.40 -0.31 -0.63 0.07
H -13.08976 -0.38363 -2.62430 0.06 -0.77 -0.06 0.23
H -21.46064 -3.74744 -1.06931 0.51 0.18 -0.05 0.22
H -13.71733 -2.92342 -2.21705 -0.39 0.76 0.39 0.23
H -20.73985 -8.28366 -0.23253 0.20 0.03 0.06 0.23
H -21.34079 -1.33415 -1.52818 -0.38 0.21 -0.11 0.21
C -15.11129 0.17277 -2.58931 -1.59 0.25 0.86 -0.17
```
Positions in Å, forces in eV/Å.


No. 2
This record from the OMol25 dataset describes a cluster of 7 separate species, C17H12Cl24N2O2S in total in a non-equilibrium geometry. The level of theory is ωB97M-V/def2-TZVPD.

- HOMO-LUMO gap (Eh) = 0.2528
- SMILES = CC(=O)OCCCc1cccc2nsnc12.ClC(Cl)(Cl)Cl.ClC(Cl)(Cl)Cl.ClC(Cl)(Cl)Cl.ClC(Cl)(Cl)Cl.ClC(Cl)(Cl)Cl.ClC(Cl)(Cl)Cl
- energy above the lowest of the compared OMol25 structures with the same formula, charge and spin (eV) = 12.843
- E_LUMO (eV) = -1.6
- multiplicity = 1

The geometry in XYZ format:
```
58
Properties=species:S:1:pos:R:3:forces:R:3:nbo_charge:R:1
H -0.40955 -1.90233 2.08405 -1.29 -0.38 -2.79 0.25
Cl -5.82937 0.91299 5.21166 -0.73 -0.54 0.17 0.05
Cl 4.61267 2.17592 -6.04969 0.20 -0.35 0.41 0.05
N -2.23726 -0.09932 -2.55035 0.30 -6.80 1.76 -0.56
Cl -8.43808 0.74714 3.93398 0.33 -0.22 0.19 0.05
O 4.21178 -0.04198 -1.35274 -2.69 -4.71 6.87 -0.60
C 4.66883 -2.27621 -0.19344 -0.20 0.11 0.84 -0.73
Cl -4.23586 4.28174 8.29362 0.01 0.38 0.22 0.05
C 6.36194 -6.05654 -0.95778 0.05 -0.04 -0.04 -0.21
Cl -2.56583 6.32078 9.52586 -0.38 -0.09 -0.23 0.06
C -4.07845 6.02386 8.63229 0.01 0.09 -0.01 -0.21
N -2.70083 -2.75702 -3.30114 1.65 2.39 3.89 -0.56
Cl -4.47841 4.77145 2.73223 0.22 -0.37 0.20 0.06
C 0.51831 0.71592 1.06552 0.22 0.79 0.68 -0.43
Cl 7.35836 -5.43942 0.38414 -0.25 -0.13 -0.31 0.05
Cl -1.88145 3.50182 3.06263 -0.38 -0.03 0.10 0.05
H 0.70779 1.83667 1.42908 -0.23 -2.44 -0.82 0.22
H 2.08218 1.24994 -0.55451 -0.74 -2.12 1.34 0.21
Cl -4.04810 6.92704 7.09678 -0.01 -0.25 0.37 0.06
Cl 5.68167 -0.00045 -4.44160 -0.40 0.14 -0.28 0.06
Cl 2.86353 0.69855 -4.25438 0.36 -0.03 -0.36 0.06
Cl 6.71431 -7.78428 -1.21354 -0.10 0.45 0.07 0.06
Cl 3.88981 -0.57533 -6.66057 0.12 0.12 0.27 0.04
H 0.55259 0.06353 2.04885 -0.16 1.20 -2.16 0.22
C 1.71158 0.27965 0.02944 -0.21 1.07 -1.44 -0.09
H -1.81550 1.20197 0.94954 1.78 -1.11 -1.07 0.25
C -0.95772 0.70680 0.32476 1.32 -1.34 -0.68 -0.46
Cl 6.73767 -5.14762 -2.44343 -0.11 -0.20 0.38 0.06
C -7.16378 -0.17998 4.76528 0.02 0.00 0.10 -0.21
Cl -3.88038 3.29458 5.16665 0.27 0.27 -0.47 0.05
C -2.15098 -2.75494 -1.89124 -0.46 2.44 -2.02 0.12
H 4.38109 -2.86915 0.77825 0.46 1.24 -1.93 0.23
Cl -7.83669 -0.92715 6.23619 0.13 0.15 -0.35 0.05
C -1.90401 -1.17015 -1.53311 0.47 -0.73 1.11 0.09
H -0.88519 -4.51168 1.35458 -0.77 1.73 -1.91 0.24
H -2.00359 -5.12068 -1.27037 0.42 2.46 0.89 0.26
C -3.62424 3.35983 3.40467 -0.09 -0.08 -0.11 -0.21
S -2.82425 -1.09473 -3.88759 1.49 -1.86 4.13 0.80
Cl -4.25679 1.87140 2.65695 0.39 0.50 -0.17 0.06
O 2.88903 -0.34404 0.71567 1.24 -1.37 -2.99 -0.55
C -1.17951 -3.67752 0.58027 -1.27 2.24 -3.67 -0.20
Cl -6.55103 -1.45282 3.67953 -0.12 0.31 0.23 0.05
Cl 2.46366 3.60712 -10.33889 -0.21 -0.09 0.35 0.05
Cl 2.24257 1.73010 -8.12684 -0.50 0.44 -0.50 0.06
Cl -5.46379 6.56579 9.61290 0.35 -0.15 -0.25 0.06
Cl 1.69378 4.55508 -7.69808 -0.02 -0.31 -0.26 0.05
Cl -0.15236 2.93467 -9.25751 0.38 0.09 0.08 0.05
C 3.86458 -0.81374 -0.28540 2.03 3.64 -4.75 0.79
H 4.42426 -2.94538 -1.13314 0.25 1.71 1.87 0.26
H 5.84850 -2.11683 -0.18376 -2.73 0.04 -0.06 0.26
C 1.56194 3.20676 -8.85528 0.00 -0.12 0.03 -0.21
C -1.81063 -4.02985 -0.89320 1.30 3.41 2.47 -0.24
Cl 4.63731 -5.85504 -0.55839 0.38 -0.11 -0.09 0.05
H 1.39198 -0.49033 -0.79908 0.16 1.50 1.78 0.20
C -0.89713 -2.11199 1.01564 -1.69 0.32 -4.19 -0.26
H -0.80856 1.32436 -0.68590 -0.62 -1.52 2.12 0.24
C 4.26190 0.57468 -5.35150 0.04 0.10 0.25 -0.21
C -1.26435 -0.89361 -0.04857 -0.01 -1.86 0.77 0.02
```
Positions in Å, forces in eV/Å.